1.
{
  "formula": "C2HNO2",
  "method": "ωB97M-V/def2-TZVPD",
  "spin_multiplicity": 1,
  "homo_energy_ev": -9.12,
  "relative_energy_kj_mol": 777.5,
  "symbols": ["O", "N", "H", "C", "C", "O"],
  "xyz": [[-1.0468, 0.1003, -0.1796], [1.0828, -0.9689, -0.5139], [-1.6112, 1.7201, 0.7647], [-0.6980, 1.1107, 0.5597], [0.1005, -0.5201, -0.0566], [2.1727, -1.4421, -0.5742]],
  "atomic_forces_ev_per_a": [[-0.978, 0.135, -0.281], [-1.583, 0.553, 1.103], [-0.047, -0.204, -0.458], [-0.842, 2.667, 1.609], [2.119, -2.568, -1.341], [1.330, -0.583, -0.631]]
}

***

2.
{
  "formula": "C18H52BO6Rb",
  "method": "ωB97M-V/def2-TZVPD",
  "spin_multiplicity": 1,
  "homo_energy_ev": -9.29,
  "relative_energy_kj_mol": 104.6,
  "symbols": ["H", "H", "O", "H", "H", "H", "H", "C", "H", "H", "H", "H", "H", "O", "H", "H", "H", "O", "H", "C", "C", "H", "C", "H", "H", "H", "H", "H", "C", "H", "H", "H", "C", "C", "H", "H", "O", "H", "H", "H", "H", "H", "C", "Rb", "H", "H", "C", "H", "H", "H", "H", "C", "B", "H", "C", "H", "H", "H", "H", "H", "O", "H", "H", "C", "C", "H", "H", "H", "H", "H", "C", "C", "C", "H", "H", "O", "C", "C"],
  "xyz": [[2.9427, 2.7892, 3.7173], [4.3253, 2.4400, 0.5850], [0.3844, -1.9209, 0.9928], [-2.4061, 0.5260, -0.1491], [-2.2476, -3.4904, 0.5577], [-0.1497, 0.8661, 0.1539], [3.5074, -1.4094, 1.5422], [4.2218, -1.8091, 0.8226], [1.9230, 3.2995, -2.9561], [1.3614, -0.8908, 2.4917], [3.7089, -0.6888, -2.0381], [-1.1094, -0.5667, -0.3161], [1.6589, -2.6491, 0.0077], [-3.0598, -3.7983, -2.1460], [2.6531, -0.2117, -0.6756], [2.6664, 1.0899, 1.1885], [-4.4347, -4.4574, -0.1494], [1.1596, 2.4344, 1.7012], [0.3075, 3.8122, -0.9662], [2.5344, 1.9996, 1.7744], [3.4902, -2.2148, -0.5109], [-5.1007, 1.3326, 0.1554], [-1.7058, -3.9340, -0.2776], [0.1507, 1.8349, -2.2799], [-0.5146, -0.9122, 3.9121], [1.1370, 3.4089, -5.2703], [-2.0475, -5.4699, -1.7418], [1.9737, 1.4008, 3.8970], [0.8556, 3.4454, -3.1218], [-1.6253, -1.5537, 2.6561], [1.5148, 4.9208, -4.5246], [2.1244, -1.2941, -1.9507], [0.5665, -1.6244, 2.3575], [-3.7846, 2.4842, -1.1258], [-2.5612, 2.2625, 1.5551], [2.8661, 3.2315, 0.0863], [-3.3602, 0.4205, -0.1634], [1.6050, -3.5384, 2.4762], [-4.0493, 1.9389, -2.0317], [-4.4069, 3.3789, -1.1442], [4.8919, -1.0053, 0.5175], [0.6454, 5.2027, -1.8975], [-3.8064, -5.3299, -0.3284], [-1.6779, -1.2005, -2.9650], [1.1754, -2.8149, 4.1188], [-4.5177, -5.9582, -0.8643], [-0.7044, -1.0010, 2.8424], [-1.2642, 0.9975, -1.1479], [-0.1765, 4.4421, -4.7756], [-4.0246, 1.7493, 2.3629], [0.1721, -1.1202, 0.5076], [2.8095, 1.7859, 3.3128], [-0.5874, 0.3119, -0.6620], [-0.9394, -4.5821, 0.1476], [-2.6460, -4.7628, -1.1675], [4.2650, -2.6536, -1.1396], [4.8642, -2.5006, 1.3678], [-3.7877, -3.3164, -1.7467], [-2.7708, 2.8348, -1.3192], [-1.3075, -3.0310, -0.7402], [0.1706, 2.2431, -3.1486], [3.6646, 1.1186, 3.4205], [0.1169, -3.6657, 3.1749], [-4.0534, 1.6324, 0.1171], [-3.6456, 2.2172, 1.4543], [0.6614, 1.8821, 1.0942], [-3.5013, -5.7963, 0.6084], [-3.9131, 3.2729, 1.4994], [0.1344, -0.0037, -1.3994], [3.6421, 3.7586, 1.5805], [0.9169, -2.9333, 3.0666], [0.1638, 4.2271, -1.9639], [2.9710, -1.0355, -1.3146], [-0.7909, -0.0726, 2.2780], [-0.8905, 4.3743, -2.1982], [2.4444, -3.1265, -0.2694], [3.4083, 2.8882, 0.9674], [0.8121, 4.0887, -4.4826]],
  "atomic_forces_ev_per_a": [[0.615, -0.036, 0.212], [0.080, -0.202, 0.401], [0.738, -0.872, -0.609], [0.108, 0.345, 0.104], [-0.238, -0.204, 0.246], [1.790, 1.692, 3.005], [-0.131, 0.117, -0.029], [-0.338, 0.906, -0.981], [0.226, -0.170, 0.625], [0.330, 0.012, 0.031], [0.285, 0.300, 0.278], [-2.082, -3.068, 1.226], [-0.397, 0.340, 0.535], [-1.086, -0.215, -0.846], [-0.022, 0.134, -0.055], [-0.625, -0.917, 0.596], [0.049, 0.222, 0.748], [0.462, 0.456, 0.189], [-0.111, -0.547, -0.180], [-1.596, -1.732, 0.589], [0.472, -0.195, 0.951], [-0.136, 0.224, -0.130], [-0.222, -0.607, 0.969], [0.015, -0.043, 0.292], [-0.685, 0.760, 0.177], [0.028, -0.308, 0.186], [-0.313, -0.339, 0.150], [-0.208, -0.351, -0.649], [-0.541, 0.739, 1.298], [0.277, -0.436, 0.010], [-0.122, 0.180, 0.123], [-0.125, -0.347, 0.272], [-0.662, -1.280, 0.020], [-0.834, 1.094, -0.206], [0.215, -0.300, -0.158], [-0.162, -0.023, 0.061], [-1.312, -1.216, 0.643], [0.750, 0.471, 0.268], [-0.172, -0.302, 0.139], [-0.127, 0.200, 0.102], [0.100, 0.355, 0.226], [-0.172, 0.374, 0.028], [-0.291, 0.555, -1.128], [-0.077, 0.072, 0.085], [0.742, 0.348, -0.182], [0.473, -0.497, -0.216], [0.264, 0.349, 0.445], [-2.398, 2.426, -1.951], [-0.120, 0.069, 0.162], [-0.216, -0.348, -0.350], [-0.237, 0.379, -0.027], [0.260, 0.613, -1.557], [0.455, 0.295, -0.282], [0.307, 0.370, 0.019], [1.084, 1.155, 0.630], [-0.210, -0.748, 0.014], [-0.349, -0.659, -0.508], [-0.273, 0.166, 0.018], [0.257, -0.251, 0.666], [0.466, -0.584, -0.385], [-0.419, -1.827, -1.253], [0.217, 0.346, 0.355], [-0.920, 0.438, -0.436], [1.003, -0.701, -0.768], [0.549, 1.063, 0.040], [0.047, -0.179, -0.208], [0.072, 0.135, -0.161], [-0.378, 0.099, 0.017], [3.048, -1.105, -2.602], [0.328, 0.370, -0.284], [-0.321, -0.664, 0.007], [1.376, 1.129, -0.913], [0.109, 0.624, -0.145], [-0.233, 0.417, 0.658], [0.025, -0.136, 0.059], [0.884, -1.045, -0.559], [0.589, 1.695, 0.336], [-0.237, 0.420, -0.452]]
}

***

3.
{
  "formula": "C9H36NO13V",
  "method": "ωB97M-V/def2-TZVPD",
  "spin_multiplicity": 2,
  "homo_energy_ev": [-11.98, -11.98],
  "charge": 1,
  "symbols": ["H", "H", "C", "O", "C", "C", "H", "V", "H", "C", "O", "C", "H", "H", "H", "H", "O", "C", "H", "O", "O", "H", "H", "H", "H", "H", "H", "O", "N", "H", "H", "H", "C", "O", "H", "H", "O", "H", "H", "H", "H", "C", "H", "H", "H", "O", "O", "O", "H", "H", "H", "O", "O", "C", "H", "H", "H", "H", "H", "H"],
  "xyz": [[-13.0414, -16.9862, -33.6712], [-14.3795, -14.5800, -28.2423], [-18.9531, -14.3712, -32.1904], [-14.1712, -18.6340, -32.8164], [-14.6210, -16.9775, -34.8278], [-17.7903, -17.4017, -31.2769], [-16.1129, -18.8795, -33.6659], [-13.3816, -15.9819, -31.1561], [-17.4201, -19.3052, -31.7156], [-17.4320, -15.9194, -28.8917], [-13.3839, -15.8269, -29.5737], [-17.0164, -12.9686, -28.8196], [-15.2272, -17.6510, -35.4336], [-18.2415, -16.5581, -33.6009], [-15.9065, -17.6159, -32.4951], [-15.7906, -13.4654, -32.9948], [-17.3263, -18.7153, -30.9641], [-18.0328, -16.3379, -34.6479], [-15.2422, -16.7313, -33.9667], [-18.1118, -14.2920, -33.3509], [-16.5243, -14.5442, -30.9363], [-18.4713, -17.0913, -30.4844], [-19.1066, -15.3850, -31.8208], [-17.7888, -14.9134, -28.6709], [-18.7092, -15.5482, -34.9746], [-16.1386, -13.5708, -29.0542], [-16.7771, -11.9054, -28.7994], [-14.7959, -12.5711, -34.5232], [-15.9550, -15.3174, -31.7217], [-18.5309, -13.7106, -31.4332], [-13.9180, -18.1930, -33.6306], [-16.2732, -15.8190, -33.9082], [-15.5899, -18.6290, -32.7430], [-16.4362, -15.6052, -32.7729], [-18.2880, -16.5125, -29.2136], [-12.7222, -15.7306, -28.8848], [-14.8578, -15.8395, -31.4720], [-16.5024, -17.3812, -28.2494], [-16.9723, -16.6879, -31.3747], [-15.3320, -15.1731, -29.5339], [-16.6237, -15.7458, -29.6020], [-14.5567, -15.4797, -28.8317], [-15.9500, -19.3923, -32.0532], [-14.5470, -14.4688, -33.7321], [-19.9551, -13.9698, -32.3424], [-17.8364, -13.3535, -29.9047], [-13.3130, -17.4442, -34.4700], [-13.8544, -17.5128, -30.7749], [-18.3299, -17.4682, -32.2216], [-14.6244, -12.8492, -35.4258], [-14.8645, -16.2923, -28.1737], [-16.8429, -16.5851, -27.8349], [-16.6733, -15.8829, -34.7785], [-15.2999, -13.7078, -33.9374], [-17.2819, -13.8002, -30.5485], [-18.2321, -17.2918, -35.1363], [-17.2701, -14.7202, -33.1785], [-16.0607, -14.1886, -34.5523], [-14.5370, -16.0525, -35.3983], [-17.5167, -13.3318, -27.9219]],
  "atomic_forces_ev_per_a": [[0.412, 0.391, -0.452], [0.424, -0.143, 0.132], [0.458, 0.971, -0.361], [-2.192, -2.248, 2.458], [-0.054, 1.924, -0.780], [-1.106, -1.831, -0.221], [0.345, 0.037, -0.611], [13.012, -9.113, -7.300], [-0.630, 0.283, 0.282], [-0.923, 0.588, 0.376], [1.902, 4.710, 13.863], [-0.186, -0.520, -0.973], [0.776, -0.457, 0.121], [-0.185, 0.285, -0.380], [-0.179, -0.867, 0.315], [0.247, 0.734, -0.123], [-1.070, 0.497, 1.558], [0.152, -0.368, -0.133], [1.840, -1.120, -0.362], [-2.901, 2.684, 0.210], [7.142, -4.982, -4.344], [0.078, -0.354, -1.169], [0.184, -0.204, 0.037], [-0.058, -0.964, 0.657], [0.036, -0.470, -0.125], [0.688, 0.661, 1.221], [-0.134, -0.027, 0.083], [0.684, 0.376, -0.290], [-2.862, 3.558, 0.594], [-1.102, -0.552, -0.626], [0.410, -1.414, -0.228], [-0.118, -0.825, -3.731], [0.894, -0.859, -0.162], [2.053, -1.663, 5.997], [0.417, 0.737, 0.185], [1.250, -0.334, 0.055], [-13.209, 3.697, -4.373], [-0.151, -0.620, 0.455], [-1.333, -1.794, 0.959], [1.009, -0.376, 0.836], [-1.836, -1.044, 0.128], [-1.761, 1.029, 1.409], [1.447, 0.485, -0.179], [0.854, -0.368, 0.060], [0.078, -0.030, -0.732], [-2.388, 3.351, 2.546], [1.371, 1.421, -2.719], [3.118, -0.075, -1.631], [0.056, 0.294, 0.249], [0.148, 0.575, -0.336], [0.204, 0.093, -0.341], [0.564, -0.525, 1.598], [-3.138, -1.091, -4.602], [-0.857, 0.359, 0.369], [-2.906, 2.978, 1.254], [0.452, 0.000, -0.617], [-2.370, 1.712, -0.323], [0.343, 0.515, -0.093], [0.179, -0.203, -0.079], [0.422, 0.497, 0.389]]
}

***

4.
{
  "formula": "C16H28O3",
  "method": "ωB97M-V/def2-TZVPD",
  "smiles": "C/C(=C\\C(C)C)[C@@H](C)OC(C)(C)COC(=O)C1CC1",
  "spin_multiplicity": 1,
  "homo_energy_ev": -8.63,
  "relative_energy_kj_mol": 369.3,
  "symbols": ["H", "H", "C", "H", "H", "O", "C", "C", "H", "H", "H", "C", "C", "C", "H", "H", "H", "H", "H", "C", "H", "H", "C", "H", "C", "H", "H", "C", "C", "H", "H", "H", "O", "H", "H", "H", "H", "H", "C", "C", "H", "C", "C", "H", "H", "O", "C"],
  "xyz": [[2.9554, 3.5186, 0.8162], [3.8440, 3.5708, 2.3962], [-2.2236, 3.0046, 1.0934], [-0.8849, -0.4023, -3.5524], [0.3627, 0.4725, 3.4533], [0.5955, -3.1088, 0.6608], [-2.9061, -0.1065, -1.4444], [-0.4439, 0.4250, 2.6725], [-0.7548, -0.9494, 0.3580], [1.9272, -4.4393, -1.0494], [1.8952, 1.9747, 3.2629], [-0.8948, 0.5085, -2.8549], [-0.3603, 1.4969, 1.5518], [2.8449, 3.4759, 1.9083], [2.3876, 4.4225, 2.2361], [-0.3892, -3.5905, -3.2354], [-3.1131, -0.9475, -2.1176], [1.3580, -4.1187, -3.5715], [-0.3243, -0.5632, 2.2756], [-0.5189, -0.9315, -0.6878], [-2.2127, 3.0380, 2.1510], [-3.3640, 0.7695, -1.8188], [-1.3555, 0.1611, -1.4161], [-1.3974, 0.6031, 3.1478], [0.3125, -3.0688, -0.5616], [0.4725, -0.5944, -0.6803], [0.1792, 0.7246, -2.6997], [2.9119, 1.0842, 1.6916], [1.9888, 2.2327, 2.2452], [0.8316, 3.0830, 0.5224], [-1.5544, 1.3931, -3.1910], [2.9488, 1.0906, 0.5983], [-1.2122, 1.4130, -0.6981], [-3.2813, -0.4883, -0.5517], [-2.2369, 0.8066, 1.0269], [3.9240, 1.1046, 2.0581], [-1.6497, 3.9138, 0.7755], [-3.2284, 3.1581, 0.6291], [0.4505, -4.2183, -2.8655], [0.2289, -5.4974, -2.0274], [2.3906, 0.1349, 1.8877], [0.8619, -4.1741, -1.4058], [0.7164, 2.3566, 1.3499], [-0.7905, -5.7080, -1.6614], [0.8875, -6.3689, -2.1086], [-0.5914, -2.2554, -1.2689], [-1.5874, 1.5934, 0.6997]],
  "atomic_forces_ev_per_a": [[0.174, 0.036, 0.331], [-0.533, -0.757, -0.422], [-0.137, -0.207, -2.912], [-0.558, 1.358, 0.966], [-0.754, 0.382, -0.735], [-1.200, 1.983, -3.607], [2.370, -1.655, -1.614], [1.418, 1.803, 0.117], [-0.715, -0.290, 0.434], [-1.656, 0.905, -1.035], [-0.729, 0.441, 1.286], [0.170, -0.591, 0.453], [3.048, 1.194, 0.250], [0.049, 1.257, 1.167], [-0.325, -0.196, -0.280], [0.585, -0.726, 0.822], [0.090, 0.243, -0.334], [-1.688, -0.730, 0.912], [-0.448, -0.653, -0.331], [-1.593, 0.852, -0.518], [-0.481, -0.034, 1.107], [-0.708, 0.856, -0.098], [-2.251, -0.101, 0.380], [-0.357, -0.514, 0.330], [-0.805, -2.940, 2.460], [1.778, 0.414, -0.379], [-0.487, 0.667, -0.589], [-1.981, -0.706, -0.558], [1.939, 0.302, -3.739], [-0.588, -0.599, 0.523], [1.445, -1.476, 0.167], [0.103, 0.409, -0.018], [0.140, 0.743, 0.196], [-0.698, 0.027, 1.952], [-0.819, -0.392, -0.097], [0.245, -0.035, 0.444], [0.049, -1.159, 0.011], [0.512, -0.351, 0.687], [2.289, -0.491, -0.944], [-0.798, 2.202, 0.536], [0.550, -0.048, 0.279], [1.216, -0.808, -0.700], [-0.964, -2.645, 1.984], [0.559, 0.055, -0.606], [-0.169, 0.623, 0.062], [1.892, 0.233, 2.030], [0.823, 1.119, -0.370]]
}